Entry from OMol25: a molecular structure, C39H33Cl2N3O5STeZr in a non-equilibrium geometry (ωB97M-V/def2-TZVPD).

Structure (ORCA input):
```
! wB97M-V def2-TZVPD RIJCOSX def2/J DEFGRID3
* xyz 0 1
Te 3.952 -1.349 -1.160
Zr -0.733 -0.011 -1.624
Cl 0.776 -1.138 -7.258
Cl 1.686 0.854 -2.347
S -0.049 -0.912 -4.191
O -3.912 1.874 -3.343
O -0.839 3.786 -0.566
O -2.876 1.508 -0.264
O -0.229 1.653 -0.701
O -1.765 -0.802 -0.153
N -1.762 1.248 -2.820
N 0.640 -1.702 -0.719
N -2.453 -1.375 -2.615
C 0.289 0.631 4.850
C -3.540 -0.383 -2.628
C -4.873 3.047 3.697
C -3.688 3.869 1.326
C -1.755 0.767 1.654
C 3.342 -0.377 0.684
C 1.113 -2.736 -1.622
C -4.113 2.155 2.965
C 3.826 -0.236 3.045
C 0.584 -1.932 0.550
C 1.705 -0.173 -6.182
C -5.048 4.347 3.246
C -0.140 -3.718 2.054
C -1.225 1.084 2.899
C 2.773 0.886 0.747
C 3.306 1.046 3.087
C -1.283 2.605 -2.633
C 2.376 -2.299 -2.338
C 2.151 0.698 -4.013
C 3.315 1.294 -4.459
C 2.110 -3.844 1.218
C 2.754 1.590 1.941
C -3.077 1.061 -2.985
C 3.850 -0.936 1.851
C 2.318 -4.983 1.976
C -0.016 -0.912 1.407
C -2.743 1.602 0.952
C -0.183 0.356 3.457
C 1.299 -5.498 2.761
C 1.318 -0.075 -4.835
C -3.525 2.558 1.767
C -4.443 4.760 2.070
C -0.777 2.738 -1.172
C 0.434 -0.620 2.686
C 2.831 0.472 -6.657
C 0.063 -4.870 2.787
C -1.202 -0.309 0.910
C 0.882 -3.194 1.261
C 3.651 1.185 -5.797
H -3.928 -0.282 -1.606
H -0.742 -5.273 3.382
H -3.187 4.183 0.423
H -2.078 3.333 -2.836
H -5.328 2.725 4.623
H -4.366 -0.665 -3.295
H 2.907 -3.437 0.608
H 3.283 -5.468 1.943
H -0.187 -0.051 5.557
H 1.308 -1.129 3.067
H -2.278 -1.662 -3.582
H 2.356 1.368 -0.122
H 1.364 0.486 4.910
H 2.318 2.578 1.968
H 3.357 1.619 4.003
H 4.302 -1.917 1.832
H 0.336 -2.897 -2.392
H 4.546 1.651 -6.172
H -5.664 5.031 3.812
H 1.471 -6.383 3.353
H -0.427 2.811 -3.299
H -3.990 1.138 3.310
H 2.135 -1.649 -3.170
H 3.941 1.824 -3.759
H -4.562 5.777 1.725
H 3.068 0.384 -7.704
H -2.756 -2.203 -2.098
H -1.623 1.932 3.435
H 4.234 -0.683 3.940
H 2.876 -3.176 -2.742
H 1.276 -3.686 -1.101
H 0.038 1.646 5.145
H -1.096 -3.217 2.077
*
```

HOMO-LUMO gap: 7.2 eV

Löwdin population analysis, charges in e, atoms 1 to 4:
1 Te 1.2906
2 Zr 1.6103
3 Cl 0.6831
4 Cl 0.7938

***

Entry from OMol25: 2 unconnected molecules or ions with the total composition C3H12N in a non-equilibrium geometry (ωB97M-V/def2-TZVPD).

Structure (ORCA input):
```
! wB97M-V def2-TZVPD RIJCOSX def2/J DEFGRID3
* xyz 1 1
N -1.216 1.767 0.637
C -0.448 -1.591 -0.052
C 1.339 -0.007 -0.938
C 0.809 -0.704 0.322
H -1.157 1.656 1.653
H 1.662 -0.767 -1.665
H -0.238 -2.234 -0.941
H -0.275 2.034 0.310
H -1.404 0.816 0.289
H 0.440 0.090 0.977
H 2.250 0.590 -0.750
H -0.637 -2.274 0.781
H 0.619 0.533 -1.581
H 1.577 -1.288 0.814
H -2.025 2.298 0.319
H -1.297 -0.919 -0.175
*
```

HOMO-LUMO gap: 11.3 eV

natural (NBO) population analysis, charges in e, atoms 1 to 4:
1 N -0.8756
2 C -0.5952
3 C -0.6539
4 C -0.3804

***

Entry from OMol25: a molecular structure, C3H6O in a non-equilibrium geometry (ωB97M-V/def2-TZVPD).

Structure (ORCA input):
```
! wB97M-V def2-TZVPD RIJCOSX def2/J DEFGRID3
* xyz 0 1
O 0.836 1.770 -0.064
C -0.113 -0.744 0.925
C 0.360 0.916 -0.841
C 0.043 -0.435 -0.517
H 0.387 1.026 -1.948
H -1.059 -1.168 1.399
H 0.815 -1.105 1.424
H -0.861 0.566 -0.615
H -0.416 -1.144 -1.199
H 0.009 0.318 1.437
*
```

HOMO-LUMO gap: 9.9 eV

natural (NBO) population analysis, charges in e, atoms 1 to 4:
1 O -0.6421
2 C -0.7170
3 C 0.1713
4 C -0.2410

***

Entry from OMol25: 3 unconnected molecules or ions with the total composition C5H12N2 in a non-equilibrium geometry (ωB97M-V/def2-TZVPD).

Structure (ORCA input):
```
! wB97M-V def2-TZVPD RIJCOSX def2/J DEFGRID3
* xyz 0 1
N 1.656 0.648 -0.389
N 2.557 1.207 0.552
C -0.932 1.757 -0.544
C 0.064 -0.596 0.218
C -0.328 0.666 -0.161
C -2.001 -0.624 0.721
C 0.178 -1.753 -0.743
H 1.201 -2.128 -0.732
H -2.327 0.160 1.401
H 0.433 -0.723 1.229
H -2.004 1.877 -0.429
H -0.071 -1.447 -1.759
H -0.359 2.589 -0.932
H 2.789 0.526 1.271
H 2.131 2.007 1.013
H -2.616 -0.704 -0.172
H -0.493 -2.565 -0.458
H -1.937 -1.580 1.237
H 2.060 0.682 -1.324
*
```

HOMO-LUMO gap: 7.9 eV

natural (NBO) population analysis, charges in e, atoms 1 to 4:
1 N -0.6654
2 N -0.6714
3 C -0.4611
4 C -0.0924

***

Entry from OMol25: a molecular structure, C26H31CuN15S2 (ωB97M-V/def2-TZVPD).

Structure (ORCA input):
```
! wB97M-V def2-TZVPD RIJCOSX def2/J DEFGRID3
* xyz 0 2
Cu -0.856 0.867 -0.809
S -1.002 -0.859 0.840
S 0.680 1.864 1.114
N -0.487 2.377 -1.934
N -4.710 2.658 0.220
N -0.953 3.636 -1.726
N -4.874 1.947 -2.101
N 0.296 -0.233 -1.953
N -5.201 0.338 -0.319
N 0.662 1.319 -3.742
N 2.753 0.213 0.918
N -0.697 4.332 -2.779
N -0.069 3.583 -3.711
N 1.479 -0.911 -3.678
N -2.965 1.246 -0.740
N 0.720 -1.509 -1.730
N 1.209 -1.967 1.686
N 1.402 -1.892 -2.753
C -3.448 1.656 -2.101
C 0.611 -0.878 1.244
C 5.913 1.244 1.961
C 1.449 0.390 1.087
C 1.100 -4.173 -0.331
C 4.721 2.063 4.325
C 0.042 2.393 -3.153
C 3.707 1.313 0.747
C 0.463 -3.213 1.915
C -5.120 3.031 -1.141
C 0.798 0.085 -3.148
C 2.646 -1.954 1.968
C 0.772 -4.795 -1.523
C -0.537 -5.195 -1.759
C -5.605 0.759 -1.665
C -1.513 -4.963 -0.801
C 6.087 1.805 4.292
C 3.954 1.913 3.179
C -3.284 2.360 0.206
C 6.684 1.398 3.108
C 4.547 1.500 1.987
C -5.444 1.453 0.606
C 3.321 -1.136 0.906
C -3.773 0.061 -0.328
C 0.124 -3.926 0.627
C -1.183 -4.322 0.385
H 4.253 2.391 5.245
H 6.382 0.930 1.033
H 3.141 2.208 0.507
H -3.233 0.845 -2.798
H -5.136 1.154 1.610
H 2.890 2.127 3.203
H -2.719 3.235 -0.110
H -6.512 1.674 0.618
H -3.476 -0.227 0.679
H -4.562 3.914 -1.452
H -1.953 -4.104 1.118
H 1.059 1.449 -4.656
H -6.675 0.974 -1.662
H 4.343 1.064 -0.104
H -2.958 2.058 1.204
H 6.685 1.929 5.186
H 3.010 -2.977 1.948
H -3.556 -0.761 -1.013
H 1.531 -4.948 -2.279
H -0.797 -5.669 -2.697
H -0.454 -2.978 2.453
H 4.385 -1.061 1.116
H 7.748 1.200 3.074
H -2.905 2.545 -2.404
H 1.086 -3.831 2.561
H 2.840 -1.533 2.959
H -6.185 3.265 -1.137
H -5.412 -0.056 -2.364
H -2.538 -5.260 -0.986
H 2.123 -3.845 -0.171
H 3.178 -1.590 -0.078
*
```

HOMO-LUMO gap (spin up / spin down): 6.7 / 6.6 eV

Löwdin population analysis, charges in e, atoms 1 to 4:
1 Cu 0.2857
2 S 0.8456
3 S 0.7679
4 N -0.0801

***

Entry from OMol25: 9 unconnected molecules or ions with the total composition C5H28O8 in a non-equilibrium geometry (ωB97M-V/def2-TZVPD).

Structure (ORCA input):
```
! wB97M-V def2-TZVPD RIJCOSX def2/J DEFGRID3
* xyz 1 2
O 0.625 0.962 2.618
O -2.556 1.303 2.532
O 1.746 -1.420 3.197
O -2.757 -1.283 1.304
O -0.376 3.167 1.965
O -2.874 0.051 -3.814
O 1.837 -3.825 -1.738
O 2.121 -3.419 1.393
C 0.439 1.607 -2.200
C 1.870 0.870 -2.079
C -0.575 1.058 -1.241
C -0.879 -0.416 -1.619
C 2.240 0.953 -0.577
H 2.509 1.387 -2.844
H 1.193 -4.549 -1.933
H 1.767 -3.758 -0.683
H -2.059 -1.994 1.168
H 1.069 1.692 3.089
H -1.477 1.592 -1.111
H -0.825 3.782 1.374
H -2.052 0.417 -3.431
H 0.788 2.669 -1.844
H 0.280 1.750 -3.290
H -3.565 0.704 -3.462
H 2.025 -2.479 1.756
H -0.274 1.114 -0.100
H 1.854 -0.196 -2.392
H -2.595 0.385 2.114
H -3.622 -1.730 1.677
H -0.319 0.978 2.776
H -3.469 1.591 2.382
H 2.773 -0.053 -0.304
H 2.904 -3.741 1.965
H -1.705 -0.511 -2.477
H 1.459 1.105 0.145
H 0.895 -1.794 3.731
H 2.810 1.745 -0.299
H 0.075 -0.783 -1.863
H -1.445 -0.941 -0.921
H -1.166 2.639 2.196
H 1.313 -0.631 2.840
*
```

HOMO-LUMO gap (spin up / spin down): 10.2 / 3.3 eV

natural (NBO) population analysis, charges in e, atoms 1 to 4:
1 O -0.9715
2 O -0.9996
3 O -0.9665
4 O -0.9977

***

| no. | molar mass (u) | DFT total energy (eV) |
| --- | --- | --- |
| 1 | 945.51 | -100144.370 |
| 2 | 62.14 | -4788.505 |
| 3 | 58.08 | -5252.544 |
| 4 | 100.16 | -8352.678 |
| 5 | 681.32 | -116125.893 |
| 6 | 216.27 | -22006.673 |